Here is a structure of composition C25H15N4O5Re from the Open Molecules 2025 dataset. Energies are from wB97M-V/def2-TZVPD.

Last column: natural (NBO) charge in e.
Element x y z (Å)
O1 -2.1727 3.0154 -1.5564  -0.55
C1 -1.2253 -2.7883 -2.6832  -0.17
N1 0.4172 0.3805 -2.1295  -0.47
H1 0.5467 3.3381 3.9147  0.27
C2 -0.8267 4.1621 0.8899  -0.30
O2 -0.0830 -0.2353 2.0381  -0.69
C3 -1.5647 2.3253 -0.7832  0.74
H2 4.7606 -0.6053 2.3898  0.25
C4 0.4595 0.6760 2.8302  0.74
C5 0.2836 3.2605 2.8685  -0.26
C6 -1.6155 -2.6585 -4.0370  -0.18
C7 -0.2275 -0.6127 -2.8118  0.24
C8 0.7312 -2.7397 -0.1545  0.11
C9 -0.2524 4.3525 2.1605  0.41
N2 -0.0241 -1.7120 -0.7559  -0.47
H3 -0.2470 -4.5221 -0.8001  0.23
H4 -2.1795 -3.4592 -4.4957  0.24
C10 2.7389 -3.0710 1.2143  -0.10
C11 2.5314 -4.4715 1.1321  -0.16
C12 -0.5297 -1.7832 -2.0743  0.10
N3 0.0024 1.9677 0.9275  -0.52
O3 -0.2854 5.5209 2.7955  -0.61
C13 2.9816 -0.3319 1.2197  0.12
H5 -0.4572 0.8375 -5.8586  0.24
N4 1.9550 -0.8686 0.5923  -0.46
H6 4.5453 -3.0832 2.4011  0.24
H7 -1.5208 -3.6702 -2.1338  0.23
H8 3.2195 -5.1400 1.6340  0.23
C14 -0.7092 2.9219 0.3288  0.16
C15 -0.5809 -0.4884 -4.1554  -0.10
C16 0.7572 1.4789 -2.7725  0.11
H9 1.3179 -6.0271 0.3522  0.24
H10 0.7775 2.5944 -4.6077  0.25
C17 1.4757 -4.9596 0.4181  -0.18
H11 -1.5903 -1.4647 -5.8026  0.23
H12 3.0423 0.7501 1.2213  0.21
C18 0.3490 2.0650 2.2143  0.14
O4 0.9022 0.4991 3.9318  -0.54
H13 -0.7228 6.1996 2.2628  0.50
C19 3.9459 -1.1011 1.8826  -0.26
C20 0.4770 1.6725 -4.1315  -0.26
C21 0.5742 -4.0950 -0.2447  -0.18
O5 -1.6180 1.0090 -0.6804  -0.70
C22 -1.2952 -1.5504 -4.7644  -0.16
H14 -1.4219 4.9225 0.3979  0.26
C23 1.8284 -2.2274 0.5768  0.23
C24 3.8205 -2.4628 1.8876  -0.06
H15 1.2536 2.2503 -2.1946  0.21
C25 -0.2023 0.7024 -4.8142  -0.06
Re1 0.1230 0.1079 0.0072  1.52

Results
LUMO level (alpha / beta) in eV: -5.21 / -4.61
Frontier orbital gap (alpha / beta) in eV: 6.30 / 6.76
<S²>: 0.825
Total charge: +1
2S+1: 2
F_max in eV/A: 0.89
Highest occupied orbital energy (alpha / beta) in hartree: -0.42270 / -0.41780